# 1
DFT (ωB97M-V with the def2-TZVPD basis set) results for a structure of composition C22H46N4O4PS2Ti in a non-equilibrium geometry.

```
80
Properties=species:S:1:pos:R:3
Ti -0.068 0.244 -0.279
C 0.854 -4.148 1.332
N -0.039 -3.922 0.195
C -0.552 -5.116 -0.491
C -0.383 -2.699 -0.173
O -0.062 -1.675 0.445
C -1.274 -2.493 -1.403
O -1.100 -1.179 -1.950
C -0.200 -1.160 -3.072
C 1.260 -1.138 -2.602
O 1.502 -0.621 -1.500
N 2.197 -1.689 -3.361
C 3.590 -1.710 -2.919
C 1.915 -2.160 -4.724
H 0.309 -4.621 2.147
H 1.259 -3.201 1.672
H 1.667 -4.800 1.016
H -0.366 -5.976 0.147
H -0.046 -5.284 -1.442
H -1.626 -5.050 -0.652
H -2.317 -2.567 -1.090
H -1.094 -3.244 -2.171
H -0.403 -0.228 -3.601
H -0.427 -2.006 -3.720
H 3.633 -1.647 -1.837
H 4.139 -0.870 -3.347
H 4.041 -2.642 -3.252
H 1.241 -1.481 -5.241
H 1.500 -3.168 -4.727
H 2.853 -2.174 -5.273
C -3.302 1.330 3.973
C -2.082 1.462 3.064
P -2.127 0.544 1.477
C -2.746 -1.113 1.998
C -1.862 -1.808 3.034
C -3.659 1.215 0.724
C -3.919 0.688 -0.684
H -3.187 1.968 4.851
H -3.447 0.312 4.335
H -4.218 1.640 3.473
H -1.174 1.167 3.599
H -1.942 2.509 2.782
H -2.849 -1.721 1.095
H -3.757 -0.991 2.395
H -2.194 -2.832 3.222
H -1.895 -1.284 3.990
H -0.818 -1.847 2.725
H -3.541 2.297 0.686
H -4.498 0.983 1.382
H -3.074 0.891 -1.347
H -4.795 1.174 -1.117
H -4.112 -0.389 -0.688
C 2.556 2.008 -0.005
C 3.719 2.458 0.902
N 3.266 2.598 2.285
C 2.073 3.453 2.295
C 0.900 2.766 1.557
N 1.395 1.568 0.826
C 1.896 0.585 1.846
C 2.911 1.278 2.788
H 2.840 1.185 -0.660
H 2.182 2.815 -0.634
H 4.117 3.414 0.559
H 4.537 1.736 0.887
H 2.334 4.397 1.819
H 1.800 3.668 3.328
H 0.409 3.412 0.831
H 0.144 2.422 2.256
H 2.360 -0.243 1.303
H 1.036 0.198 2.398
H 3.818 0.679 2.884
H 2.484 1.396 3.785
C -0.058 4.170 -4.014
O -0.790 4.447 -2.814
C -0.966 3.525 -1.866
S -1.848 3.974 -0.548
S -0.255 1.948 -2.169
H -0.011 5.128 -4.524
H -0.592 3.441 -4.621
H 0.941 3.805 -3.788
```

HOMO (alpha / beta)	-8.966 / -9.658	eV
multiplicity	3
net charge	+1
ΔE to the lowest compared entry with this formula, charge and spin	20.9	kJ/mol


# 2
DFT (ωB97M-V with the def2-TZVPD basis set) results for a cluster of 3 separate species, C22H46NO5PS2 in total in a non-equilibrium geometry.

```
77
Properties=species:S:1:pos:R:3
C -4.344 1.340 -1.761
O -3.221 1.641 -0.923
C -3.331 1.041 0.372
C -2.779 1.959 1.524
C -1.226 1.852 1.757
C -0.328 2.267 0.517
C 1.036 1.467 0.625
C 1.506 0.759 -0.706
C 0.358 0.048 -1.528
C 0.679 -1.433 -1.981
C 1.165 -2.378 -0.793
C 0.194 -2.158 0.421
C 0.410 -3.218 1.609
P -0.662 -2.643 3.061
C 0.418 -1.955 4.448
C 1.092 -0.582 4.118
N 2.246 -0.463 3.535
H -3.930 1.152 -2.796
H -4.930 0.445 -1.438
H -4.964 2.275 -1.854
H -4.436 0.896 0.582
H -2.859 0.024 0.460
H -3.148 3.011 1.394
H -3.274 1.595 2.477
H -0.989 0.836 2.174
H -0.976 2.584 2.582
H -0.841 2.197 -0.472
H -0.074 3.363 0.659
H 1.843 2.215 0.887
H 1.024 0.755 1.499
H 2.318 0.032 -0.409
H 2.003 1.519 -1.361
H -0.647 0.068 -1.033
H 0.235 0.645 -2.481
H 1.351 -1.489 -2.881
H -0.308 -1.877 -2.317
H 1.108 -3.431 -1.192
H 2.247 -2.193 -0.562
H -0.859 -2.256 0.017
H 0.262 -1.147 0.895
H -0.024 -4.183 1.255
H 1.502 -3.252 1.841
H -1.449 -1.534 2.591
H -0.287 -1.768 5.312
H 1.146 -2.726 4.816
H 0.564 0.357 4.427
H 2.542 -1.440 3.380
C -1.569 8.321 1.311
C -0.594 7.987 0.178
C -0.134 6.540 0.380
S -1.469 5.705 1.234
O -1.008 5.324 2.549
O -2.095 4.765 0.337
C -2.524 7.137 1.397
H -2.103 9.254 1.124
H -1.021 8.428 2.251
H -1.107 8.080 -0.783
H 0.256 8.671 0.162
H 0.054 6.040 -0.569
H 0.754 6.487 1.011
H -3.069 7.090 2.338
H -3.222 7.132 0.558
C 1.972 -7.353 -3.909
C 3.426 -7.733 -3.613
C 4.113 -6.496 -3.025
S 2.827 -5.546 -2.218
O 2.670 -4.295 -2.920
O 3.017 -5.606 -0.787
C 1.474 -6.621 -2.668
H 1.361 -8.229 -4.129
H 1.934 -6.688 -4.776
H 3.448 -8.548 -2.883
H 3.942 -8.082 -4.508
H 4.873 -6.766 -2.294
H 4.551 -5.874 -3.805
H 0.577 -6.032 -2.847
H 1.311 -7.314 -1.841
```

HOMO	-7.821	eV
SMILES	[H]/N=C\CPCCCCCCCCCCCOC.O=S1(=O)CCCC1.O=S1(=O)CCCC1


# 3
DFT (ωB97M-V with the def2-TZVPD basis set) results for a structure of composition C22H48As4N2S4SbV.

```
82
Properties=species:S:1:pos:R:3
V 0.629 1.680 0.134
C -1.272 4.859 -0.853
As -1.412 3.266 0.258
C -1.993 4.080 1.919
C -3.079 2.579 -0.514
C -3.603 1.185 -0.094
C -5.075 1.148 -0.521
C -2.859 0.080 -0.859
As -0.951 -0.207 -0.486
C -0.508 -1.335 -1.997
C -0.927 -1.530 0.924
C -3.470 1.034 1.429
As -4.200 -0.459 2.532
C -4.647 -1.934 1.316
C -6.031 0.218 2.728
H -2.245 5.346 -0.927
H -0.922 4.593 -1.850
H -0.557 5.545 -0.401
H -3.001 4.477 1.803
H -1.300 4.887 2.147
H -1.965 3.354 2.729
H -2.926 2.597 -1.598
H -3.839 3.334 -0.291
H -5.170 1.390 -1.582
H -5.658 1.879 0.044
H -5.518 0.166 -0.362
H -2.921 0.291 -1.931
H -3.343 -0.885 -0.699
H -1.362 -1.973 -2.224
H 0.347 -1.944 -1.706
H -0.245 -0.744 -2.873
H -1.474 -2.411 0.589
H -1.349 -1.128 1.842
H 0.119 -1.789 1.100
H -3.936 1.907 1.898
H -2.411 1.075 1.709
H -3.748 -2.424 0.950
H -5.282 -1.652 0.478
H -5.187 -2.656 1.929
H -6.010 1.151 3.291
H -6.610 -0.508 3.297
H -6.518 0.385 1.768
S 4.019 2.168 2.215
As 2.746 0.527 1.970
S 0.592 1.349 2.331
S 2.349 0.172 -0.248
S 2.981 -1.255 2.993
N 1.564 4.556 1.469
C 2.044 4.438 0.198
C 2.848 5.446 -0.374
C 3.230 5.342 -1.680
C 2.826 4.232 -2.439
C 2.075 3.281 -1.813
N 1.678 3.373 -0.523
H 2.075 5.210 2.041
H 1.425 3.670 1.955
H 3.160 6.278 0.242
H 3.856 6.105 -2.123
H 3.115 4.111 -3.472
H 1.774 2.380 -2.337
C 1.507 -6.352 -0.336
C 2.823 -5.657 0.011
Sb 2.646 -3.514 -0.236
C 3.004 -3.470 -2.383
C 3.804 -4.636 -2.951
C 4.677 -3.000 0.257
C 5.345 -3.950 1.245
H 1.522 -7.414 -0.080
H 1.292 -6.281 -1.406
H 0.664 -5.900 0.193
H 3.636 -6.049 -0.602
H 3.089 -5.834 1.054
H 3.539 -2.530 -2.548
H 2.044 -3.379 -2.897
H 4.737 -4.787 -2.403
H 4.067 -4.473 -4.000
H 3.243 -5.571 -2.899
H 4.633 -1.999 0.685
H 5.238 -2.940 -0.678
H 4.793 -3.983 2.187
H 6.360 -3.622 1.479
H 5.408 -4.968 0.858
```

HOMO (alpha / beta)	-7.123 / -7.144	eV
multiplicity	3
ΔE to the lowest compared entry with this formula, charge and spin	77.9	kJ/mol


# 4
DFT (ωB97M-V with the def2-TZVPD basis set) results for a structure of composition C22H48BeCl2FMgN2O8PS in a non-equilibrium geometry.

```
87
Properties=species:S:1:pos:R:3
P 3.949 -2.727 -2.637
C 2.079 -2.310 -2.679
C 1.221 -3.382 -2.819
C -0.130 -3.103 -2.902
C -0.459 -1.737 -2.830
C 0.466 -0.743 -2.700
N 1.771 -1.036 -2.599
H 3.701 -3.989 -1.933
H 4.132 -2.045 -1.358
H 4.163 -1.445 -3.317
H 3.730 -3.452 -3.919
H 5.423 -3.027 -2.782
H 1.573 -4.405 -2.894
H -0.881 -3.875 -3.028
H -1.512 -1.460 -2.883
H 0.175 0.301 -2.674
Mg -0.155 -2.254 -5.342
C 9.491 -3.627 -2.808
C 7.906 -3.365 -2.726
O 7.396 -3.865 -1.739
O 7.492 -2.711 -3.668
H 9.814 -4.212 -1.957
H 9.700 -4.164 -3.726
H 9.982 -2.657 -2.810
F 7.831 -5.540 -3.841
C 0.862 -1.793 1.437
C -0.219 -0.766 1.150
O -1.515 -1.319 1.000
C -2.036 -2.029 2.122
C -2.152 -1.195 3.384
H 0.891 -2.548 0.648
H 1.838 -1.309 1.495
H 0.693 -2.310 2.381
H 0.010 -0.271 0.201
H -0.230 0.018 1.916
H -1.441 -2.928 2.307
H -3.027 -2.370 1.824
H -1.180 -0.841 3.729
H -2.590 -1.787 4.185
H -2.781 -0.318 3.210
C -5.296 5.050 -1.297
C -4.686 3.676 -1.118
N -3.214 3.694 -0.765
C -2.489 4.406 -1.875
C -2.659 2.280 -0.775
C -3.213 1.316 0.259
C -2.878 4.460 0.509
C -3.557 4.096 1.824
O -4.964 4.259 1.819
C -5.572 3.442 2.829
H -4.881 5.575 -2.158
H -6.363 4.938 -1.481
H -5.184 5.683 -0.418
H -4.764 3.118 -2.053
H -5.215 3.109 -0.359
H -2.750 3.931 -2.818
H -1.419 4.325 -1.694
H -2.775 5.452 -1.883
H -1.578 2.366 -0.658
H -2.862 1.895 -1.775
H -2.698 1.416 1.211
H -3.026 0.291 -0.061
H -4.286 1.413 0.414
H -3.089 5.503 0.278
H -1.801 4.348 0.636
H -3.148 4.781 2.577
H -3.295 3.089 2.141
H -4.885 3.256 3.657
H -5.887 2.488 2.396
H -6.449 3.955 3.217
Be -7.721 4.271 1.192
C 3.869 -2.112 -7.185
Cl 3.987 -0.855 -5.946
Cl 3.606 -3.705 -6.457
H 3.030 -1.886 -7.832
H 4.789 -2.130 -7.758
C 2.021 -0.197 7.507
C 1.844 0.146 6.044
O 1.692 -1.122 5.392
S 0.945 -2.146 6.387
O -0.436 -2.170 6.061
O 1.714 -3.327 6.470
O 1.129 -1.297 7.731
H 3.038 -0.532 7.720
H 1.769 0.632 8.163
H 2.696 0.684 5.635
H 0.933 0.727 5.879
```

HOMO	-11.753	eV
net charge	+2


# 5
DFT (ωB97M-V with the def2-TZVPD basis set) results for a cluster of 2 separate species, C22H48N2O6PS in total.

```
80
Properties=species:S:1:pos:R:3
C 3.206 -2.760 2.590
C 3.782 -1.810 1.527
C 4.810 -0.834 2.099
C 4.238 0.184 3.079
O 4.032 1.483 2.477
C 2.768 2.026 2.433
P 1.942 2.121 4.192
C 1.935 3.937 4.484
O 3.258 1.845 5.144
O 1.989 1.244 1.440
S 2.562 1.585 -0.014
O 1.445 1.868 -0.853
O 3.499 0.629 -0.489
O 3.380 2.871 0.377
C 2.857 3.353 1.665
C 1.538 4.130 1.388
C 0.167 3.678 1.957
C -0.736 2.947 0.965
C -2.156 2.762 1.477
N -2.942 1.903 0.569
H 3.036 -3.758 2.187
H 3.870 -2.855 3.453
H 2.244 -2.407 2.969
H 4.256 -2.390 0.734
H 2.970 -1.261 1.055
H 5.551 -1.425 2.644
H 5.339 -0.301 1.308
H 3.304 -0.200 3.502
H 4.931 0.351 3.900
H 2.054 4.022 5.564
H 2.753 4.494 4.030
H 0.980 4.383 4.218
H 3.144 1.019 5.641
H 3.628 3.978 2.099
H 1.728 5.155 1.709
H 1.432 4.180 0.307
H -0.358 4.578 2.288
H 0.252 3.045 2.841
H -0.751 3.471 0.004
H -0.324 1.957 0.775
H -2.121 2.328 2.481
H -2.652 3.733 1.565
H -3.361 1.135 1.080
H -2.313 1.487 -0.109
C 0.820 -2.308 -1.559
C 0.349 -1.130 -2.410
C -0.935 -0.480 -1.878
C -2.143 -1.389 -1.750
N -2.853 -1.797 -3.047
C -4.340 -1.615 -2.876
C -4.546 -0.115 -2.996
C -3.525 0.321 -4.064
C -2.561 -0.863 -4.205
C -2.495 -3.221 -3.420
C -3.202 -4.335 -2.657
C -2.882 -4.520 -1.176
H 0.160 -3.176 -1.629
H 1.809 -2.634 -1.877
H 0.890 -2.027 -0.505
H 0.262 -1.452 -3.452
H 1.126 -0.364 -2.393
H -1.184 0.431 -2.426
H -0.717 -0.140 -0.860
H -2.900 -0.911 -1.131
H -1.858 -2.308 -1.252
H -4.820 -2.160 -3.690
H -4.650 -2.038 -1.923
H -4.342 0.377 -2.044
H -5.573 0.121 -3.264
H -3.010 1.234 -3.772
H -4.004 0.512 -5.021
H -1.513 -0.593 -4.208
H -2.767 -1.430 -5.109
H -1.411 -3.295 -3.319
H -2.739 -3.324 -4.476
H -2.914 -5.245 -3.190
H -4.281 -4.253 -2.796
H -1.806 -4.555 -0.997
H -3.301 -5.463 -0.830
H -3.310 -3.736 -0.550
```

HOMO	-11.177	eV
net charge	+1


# 6
DFT (ωB97M-V with the def2-TZVPD basis set) results for a structure of composition C22H48N3O6P2SiZr.

```
83
Properties=species:S:1:pos:R:3
Zr -0.409 0.996 1.109
C -2.569 -5.036 1.115
C -1.083 -4.949 0.920
C -0.597 -5.320 -0.454
O -0.648 -3.514 1.249
P -0.644 -2.188 0.514
O -0.370 -1.060 1.527
C 0.641 -2.111 -0.741
P 0.582 -0.588 -1.723
O -0.171 0.424 -0.823
O -0.208 -0.799 -3.006
C 0.347 -1.085 -4.418
C -0.631 -2.042 -5.036
C 0.475 0.238 -5.117
O 2.003 -0.122 -2.066
C 3.112 0.173 -1.098
C 4.259 -0.734 -1.456
C 3.405 1.647 -1.213
O -1.965 -1.900 -0.271
C -3.024 -0.952 0.065
C -3.871 -1.482 1.196
C -3.769 -0.666 -1.215
H -2.858 -6.087 1.059
H -3.108 -4.504 0.331
H -2.866 -4.666 2.095
H -0.542 -5.486 1.693
H -1.102 -4.739 -1.231
H -0.846 -6.368 -0.631
H 0.486 -5.229 -0.543
H 0.559 -2.966 -1.416
H 1.606 -2.190 -0.231
H 1.317 -1.550 -4.243
H -1.614 -1.583 -5.137
H -0.716 -2.964 -4.463
H -0.275 -2.299 -6.035
H -0.499 0.714 -5.227
H 0.876 0.059 -6.116
H 1.159 0.909 -4.600
H 2.718 -0.063 -0.100
H 4.604 -0.528 -2.469
H 3.988 -1.787 -1.383
H 5.088 -0.550 -0.773
H 3.722 1.894 -2.225
H 4.217 1.903 -0.532
H 2.532 2.248 -0.954
H -2.533 0.001 0.387
H -4.376 -2.396 0.885
H -4.642 -0.754 1.452
H -3.279 -1.700 2.087
H -4.232 -1.581 -1.585
H -3.098 -0.277 -1.980
H -4.560 0.061 -1.029
C 1.891 -0.714 3.908
C 2.082 0.710 3.497
C 3.004 1.524 4.132
C 3.149 2.851 3.745
C 2.385 3.383 2.715
C 1.486 2.532 2.106
N 1.337 1.229 2.491
N 0.598 2.774 1.074
Si -0.365 4.147 0.479
C -1.966 3.159 0.169
C 0.292 4.785 -1.122
C -0.603 5.407 1.814
H 2.854 -1.223 3.950
H 1.235 -1.254 3.232
H 1.473 -0.760 4.915
H 3.606 1.114 4.931
H 3.873 3.478 4.251
H 2.486 4.410 2.394
H -1.824 2.297 -0.510
H -2.695 3.747 -0.396
H -2.502 2.860 1.078
H 0.504 3.972 -1.820
H 1.210 5.357 -0.978
H -0.433 5.451 -1.597
H -0.640 4.969 2.814
H -1.540 5.949 1.658
H 0.196 6.151 1.807
N -1.782 1.281 3.018
H -1.518 2.134 3.515
H -1.589 0.513 3.662
H -2.796 1.317 2.926
```

HOMO	-16.763	eV
net charge	+3
ΔE to the lowest compared entry with this formula, charge and spin	23.8	kJ/mol


no.,molar mass (g mol⁻¹),total energy (hartree)
1,573.61,-3372.924080
2,499.72,-2434.390397
3,941.30,-12696.716810
4,654.89,-3551.866990
5,499.68,-2167.302991
6,631.90,-2501.572808